Entry 1:
{"formula": "C23H36Cl32N2O6P3S", "method": "ωB97M-V/def2-TZVPD", "energy_ha": -17607.04800, "e_lumo_ev": 0.96, "homo_ev": -4.594, "gap_ev": 5.55, "charge": -1, "symbols": ["C", "C", "O", "C", "C", "O", "C", "C", "O", "C", "P", "C", "C", "C", "P", "O", "O", "C", "C", "O", "C", "C", "N", "C", "S", "P", "N", "H", "H", "H", "H", "H", "H", "H", "H", "H", "H", "H", "H", "H", "H", "H", "H", "H", "H", "H", "H", "H", "H", "H", "H", "H", "H", "H", "H", "H", "H", "H", "H", "H", "H", "H", "H", "C", "Cl", "Cl", "Cl", "Cl", "C", "Cl", "Cl", "Cl", "Cl", "C", "Cl", "Cl", "Cl", "Cl", "C", "Cl", "Cl", "Cl", "Cl", "C", "Cl", "Cl", "Cl", "Cl", "C", "Cl", "Cl", "Cl", "Cl", "C", "Cl", "Cl", "Cl", "Cl", "C", "Cl", "Cl", "Cl", "Cl"], "coordinates": [[-2.96710, 0.34359, 4.32367], [-2.15495, 0.62965, 2.95978], [-2.75606, 1.77834, 2.31812], [-3.85028, 1.38496, 1.47234], [-3.54327, 1.42283, -0.09779], [-2.22229, 1.91124, -0.42443], [-1.23918, 0.85974, -0.25396], [-0.65959, 0.31612, -1.66029], [-0.78087, -1.11147, -1.60520], [0.51065, -1.78882, -1.77818], [1.16107, -2.28862, -0.01885], [2.86609, -2.81671, -0.65637], [4.06176, -2.96430, 0.36481], [4.06593, -2.22316, 1.74037], [5.83429, -2.18755, 2.45871], [6.80797, -3.06111, 1.64368], [5.91276, -2.78338, 4.03992], [4.84127, -2.31207, 4.88727], [4.00517, -3.58349, 5.43873], [6.36858, -0.58678, 2.26570], [6.92740, -0.02362, 3.47282], [5.86272, 0.87313, 4.29243], [1.63843, -0.58414, 0.41782], [2.49771, -0.00921, -0.24860], [3.72460, 0.62117, -1.20178], [0.34680, -4.32221, -0.12275], [0.41615, -5.12372, -1.49937], [-2.55685, -0.63515, 4.72611], [-4.05895, 0.27945, 4.03601], [-2.78195, 1.17743, 5.08062], [-2.21507, -0.31873, 2.33623], [-1.07291, 0.85424, 3.20161], [-4.68015, 2.14749, 1.66702], [-4.24670, 0.35831, 1.78177], [-4.26552, 2.17206, -0.56744], [-3.76803, 0.41914, -0.58070], [-0.40843, 1.11529, 0.47552], [-1.79898, -0.01569, 0.22536], [0.37049, 0.71139, -1.89653], [-1.37659, 0.74968, -2.45147], [1.25261, -1.19723, -2.39123], [0.25137, -2.69008, -2.42622], [-0.16852, -1.90590, 0.47589], [1.46556, -2.61724, 1.37902], [2.69850, -3.89082, -1.04192], [3.20918, -2.30922, -1.62379], [5.01175, -2.65061, -0.19525], [4.25430, -4.07057, 0.58828], [3.46745, -2.82526, 2.50967], [3.70290, -1.16286, 1.80566], [5.30288, -1.83720, 5.81468], [4.10026, -1.61986, 4.39273], [4.02405, -3.62163, 6.57377], [4.50283, -4.52053, 5.04958], [2.94725, -3.54047, 5.03254], [7.47496, -0.76363, 4.13213], [7.72335, 0.72515, 3.13293], [6.27543, 1.21625, 5.28604], [4.85286, 0.37379, 4.38435], [5.68593, 1.81355, 3.66468], [1.04002, -5.11664, 0.88537], [-1.03797, -4.32915, 0.31900], [-0.55538, -5.34265, -1.76510], [9.14640, 2.40036, 0.16153], [10.84809, 2.43776, 0.67097], [8.20243, 3.51518, 1.16924], [9.02727, 2.89443, -1.53968], [8.50571, 0.75988, 0.34980], [-2.74765, -0.01026, -5.71487], [-1.85332, -0.59172, -4.30050], [-1.64892, 0.88210, -6.78839], [-3.43956, -1.39136, -6.59312], [-4.05491, 1.06650, -5.17819], [-7.46516, 3.81607, -5.77601], [-6.71837, 3.44596, -7.34345], [-6.62612, 2.91830, -4.49597], [-7.33921, 5.55810, -5.45722], [-9.17688, 3.34219, -5.80715], [3.87005, 4.37676, 4.66907], [4.22178, 3.51201, 6.17976], [5.21061, 4.14611, 3.52896], [2.37445, 3.74119, 3.95804], [3.67494, 6.10840, 5.01075], [-4.69682, 5.75590, -0.19145], [-3.38777, 6.85160, -0.67890], [-5.90276, 6.65807, 0.75138], [-5.46774, 5.07501, -1.63978], [-4.03268, 4.44268, 0.79728], [-7.46675, 3.02366, -11.47937], [-8.46478, 2.44489, -12.82890], [-6.34230, 1.74396, -10.98245], [-6.54828, 4.45317, -11.99245], [-8.51307, 3.45322, -10.11113], [-12.32786, 1.98459, -8.01226], [-12.98503, 0.54194, -8.81081], [-11.96585, 1.60847, -6.31450], [-10.83888, 2.48957, -8.83462], [-13.52085, 3.29759, -8.08664], [3.23030, -7.25098, 7.03230], [4.93268, -7.21404, 7.53504], [2.29090, -6.13351, 8.04320], [3.10523, -6.75875, 5.33339], [2.59298, -8.89753, 7.22161]], "lowdin_charge": [-0.08, -0.26, -0.20, -0.23, -0.21, -0.19, -0.16, -0.23, -0.30, -0.32, 0.34, -0.35, -0.27, -0.25, 0.70, -0.34, -0.25, -0.30, -0.11, -0.28, -0.29, -0.11, -0.10, -0.82, 0.53, 0.53, -0.42, 0.08, 0.07, 0.08, 0.12, 0.12, 0.08, 0.12, 0.08, 0.13, 0.12, 0.10, 0.11, 0.06, 0.08, 0.08, -0.03, -0.02, 0.06, 0.07, 0.11, 0.12, 0.08, 0.07, 0.12, 0.10, 0.07, 0.04, 0.08, 0.12, 0.09, 0.07, 0.06, 0.00, -0.05, -0.03, -0.07, -2.03, 0.50, 0.50, 0.51, 0.57, -2.00, 0.63, 0.51, 0.51, 0.48, -2.00, 0.50, 0.49, 0.52, 0.49, -2.01, 0.52, 0.54, 0.53, 0.51, -2.00, 0.52, 0.51, 0.50, 0.63, -2.01, 0.52, 0.53, 0.52, 0.44, -2.01, 0.52, 0.50, 0.46, 0.52, -2.03, 0.51, 0.51, 0.56, 0.51]}

Entry 2:
{"formula": "C23H36ClF3N5O4", "method": "ωB97M-V/def2-TZVPD", "energy_ha": -2232.02074, "e_lumo_ev": -3.63, "homo_ev": -10.876, "gap_ev": 7.25, "charge": 1, "symbols": ["C", "C", "C", "C", "C", "N", "C", "N", "Cl", "C", "C", "C", "O", "N", "C", "C", "C", "C", "C", "C", "N", "C", "C", "C", "O", "C", "C", "O", "C", "F", "F", "F", "H", "H", "H", "H", "H", "H", "H", "H", "H", "H", "H", "H", "H", "H", "H", "H", "H", "H", "H", "H", "H", "H", "H", "H", "H", "H", "H", "H", "H", "H", "H", "O", "C", "N", "C", "H", "H", "H", "H", "H"], "coordinates": [[-4.08166, 2.66281, -4.73031], [-3.22107, 1.29728, -4.86059], [-3.06734, 0.58436, -3.41106], [-1.64668, 0.95568, -2.75337], [-1.38878, 2.57200, -2.68096], [-1.28825, 0.23332, -1.49843], [-0.65148, -1.05052, -1.85911], [0.65898, -1.00693, -2.09075], [1.50351, -2.41856, -2.57411], [1.49072, 0.26099, -1.95485], [3.05790, -0.09762, -1.69992], [3.75277, 1.32474, -1.34304], [4.77119, 1.66133, -2.00722], [3.18952, 2.23237, -0.30627], [3.50011, 1.57596, 1.00605], [2.52150, 0.53762, 1.64073], [2.86518, -0.17298, 2.98620], [4.19909, 0.23032, 3.68605], [5.16502, 1.26632, 3.05951], [4.84783, 1.95373, 1.69748], [-1.51199, -2.20839, -1.97861], [-2.55880, -2.25368, -0.87095], [-1.92950, -2.87621, 0.46813], [-2.68470, -2.43837, 1.82675], [-3.26833, -1.02547, -0.70345], [-2.35192, 0.08800, -0.49088], [-3.21455, 1.38969, -0.16378], [-2.42922, 2.19658, 0.76366], [-3.19244, 3.22364, 1.35801], [-3.46614, 3.01771, 2.72299], [-4.41918, 3.49850, 0.72020], [-2.38921, 4.40712, 1.29282], [-3.45488, 3.51803, -5.15596], [-5.09872, 2.59002, -5.25235], [-4.31010, 2.92686, -3.62720], [-2.19808, 1.49079, -5.32465], [-3.85451, 0.57478, -5.49855], [-3.96854, 0.72591, -2.72994], [-3.02061, -0.55114, -3.63997], [-0.86816, 0.60926, -3.54279], [-0.77948, 2.73979, -1.72921], [-2.40245, 3.11693, -2.59098], [-0.77877, 2.92879, -3.57675], [1.34031, 0.97935, -2.83121], [1.16057, 0.81394, -0.99557], [3.15231, -0.75464, -0.77126], [3.57742, -0.51380, -2.62224], [3.75831, 3.09627, -0.35124], [1.53532, 0.22694, 1.13327], [2.14535, -0.93824, 3.42996], [4.42198, -0.27662, 4.69313], [6.14424, 1.53699, 3.59195], [5.52906, 2.71234, 1.18950], [-1.01381, -3.10441, -1.86939], [-3.33493, -3.02353, -1.24960], [-0.85373, -2.44832, 0.55207], [-1.78148, -4.01892, 0.39366], [-2.43917, -3.26171, 2.60017], [-3.80724, -2.37393, 1.63069], [-2.25057, -1.45239, 2.23937], [-1.81695, -0.17271, 0.50593], [-4.17025, 1.05010, 0.39062], [-3.52953, 2.00994, -1.06335], [4.62534, -2.35805, 5.55438], [3.69423, -3.12638, 5.37980], [2.46531, -2.86890, 5.90502], [3.81927, -4.39739, 4.58656], [1.66974, -3.47295, 5.78761], [2.35689, -2.02153, 6.44207], [4.57368, -5.03424, 5.05141], [4.12459, -4.15253, 3.56769], [2.87594, -4.94604, 4.54642]], "lowdin_charge": [-0.12, -0.21, -0.16, -0.31, -0.03, 0.02, -0.24, -0.39, 0.84, -0.15, -0.10, -0.36, 0.05, 0.05, -0.20, -0.03, -0.05, -0.05, -0.04, 0.01, 0.15, -0.30, -0.17, -0.09, -0.06, -0.23, -0.06, 0.01, -0.46, 0.11, 0.10, 0.08, 0.08, 0.08, 0.07, 0.11, 0.11, 0.11, 0.12, 0.14, 0.09, 0.08, 0.09, 0.15, 0.12, 0.11, 0.11, 0.12, 0.08, 0.08, 0.08, 0.10, 0.11, 0.11, 0.18, 0.11, 0.13, 0.09, 0.09, 0.08, 0.16, 0.17, 0.12, 0.02, -0.60, 0.15, -0.01, 0.10, 0.11, 0.09, 0.09, 0.07]}

Entry 3:
{"formula": "C23H36FN5O4S", "method": "ωB97M-V/def2-TZVPD", "energy_ha": -1970.81619, "e_lumo_ev": 0.67, "homo_ev": -7.801, "gap_ev": 8.47, "smiles": "O=C(NCCCN1CCN(c2ccccc2F)CC1)C1CCN(S(=O)(=O)N2CCOCC2)CC1", "symbols": ["O", "C", "N", "C", "C", "C", "N", "C", "C", "N", "C", "C", "C", "C", "C", "C", "F", "C", "C", "C", "C", "C", "N", "S", "O", "O", "N", "C", "C", "O", "C", "C", "C", "C", "H", "H", "H", "H", "H", "H", "H", "H", "H", "H", "H", "H", "H", "H", "H", "H", "H", "H", "H", "H", "H", "H", "H", "H", "H", "H", "H", "H", "H", "H", "H", "H", "H", "H", "H", "H"], "coordinates": [[-4.90001, -2.60829, -0.49187], [-3.86503, -1.98414, -0.34770], [-2.77024, -2.52973, 0.20807], [-2.77831, -3.92489, 0.59730], [-1.47862, -4.31009, 1.28924], [-0.26226, -4.14987, 0.37223], [0.19662, -2.76673, 0.29619], [0.91543, -2.50359, -0.94366], [1.34756, -1.03589, -0.98664], [2.17686, -0.68618, 0.14094], [3.54592, -0.57602, 0.08844], [4.22358, 0.15260, 1.08055], [5.58974, 0.33427, 1.05677], [6.35559, -0.18898, 0.02777], [5.72405, -0.90264, -0.97359], [4.35817, -1.09254, -0.93186], [3.82338, -1.84334, -1.93794], [1.47768, -0.96147, 1.37754], [1.05456, -2.43345, 1.42376], [-3.76977, -0.51048, -0.74607], [-3.93666, 0.37160, 0.49767], [-3.91018, 1.84459, 0.09035], [-2.68916, 2.18490, -0.62166], [-1.37029, 2.35197, 0.38076], [-0.76235, 1.09595, 0.72295], [-1.77293, 3.19519, 1.46440], [-0.33906, 3.11432, -0.68536], [-0.66678, 4.51202, -0.90651], [-0.06109, 5.40380, 0.18268], [1.32849, 5.18325, 0.30806], [1.60400, 3.83761, 0.62776], [1.08252, 2.90256, -0.46462], [-2.45780, 1.35299, -1.78722], [-2.46947, -0.14112, -1.45843], [-1.87387, -2.06337, 0.25770], [-2.93353, -4.54959, -0.29175], [-3.63355, -4.09420, 1.26068], [-1.35257, -3.70087, 2.18439], [-1.55255, -5.35319, 1.59968], [0.55137, -4.81022, 0.71738], [-0.54102, -4.47311, -0.63381], [1.80477, -3.14891, -1.03827], [0.24938, -2.70861, -1.78526], [0.45452, -0.40500, -0.91992], [1.85347, -0.81650, -1.92431], [3.64758, 0.60176, 1.87443], [6.06074, 0.90240, 1.84487], [7.42371, -0.04543, 0.00334], [6.27795, -1.33790, -1.79099], [0.59051, -0.32403, 1.42397], [2.11712, -0.75478, 2.23368], [1.96152, -3.06833, 1.42415], [0.51106, -2.61760, 2.35213], [-4.61739, -0.32516, -1.41637], [-3.11695, 0.18437, 1.19414], [-4.88029, 0.14245, 0.99459], [-4.75213, 2.07606, -0.56931], [-3.95086, 2.49305, 0.96569], [-0.27155, 4.79364, -1.88764], [-1.75313, 4.59102, -0.90787], [-0.56442, 5.19129, 1.13534], [-0.17781, 6.45827, -0.07225], [1.12610, 3.57078, 1.58272], [2.68851, 3.76014, 0.72127], [1.59838, 3.10377, -1.40866], [1.22494, 1.86169, -0.18021], [-3.24157, 1.58999, -2.51395], [-1.49169, 1.65142, -2.19645], [-2.35800, -0.71823, -2.37792], [-1.62290, -0.34528, -0.80547]], "nbo_charge": [-0.64, 0.69, -0.65, -0.21, -0.41, -0.22, -0.47, -0.22, -0.23, -0.46, 0.18, -0.27, -0.19, -0.24, -0.26, 0.32, -0.34, -0.23, -0.24, -0.31, -0.42, -0.23, -0.68, 2.46, -0.98, -0.95, -0.68, -0.26, -0.10, -0.52, -0.09, -0.26, -0.23, -0.42, 0.43, 0.19, 0.21, 0.20, 0.22, 0.18, 0.20, 0.18, 0.20, 0.20, 0.23, 0.21, 0.21, 0.22, 0.23, 0.24, 0.21, 0.17, 0.20, 0.22, 0.22, 0.23, 0.20, 0.24, 0.21, 0.23, 0.19, 0.20, 0.17, 0.20, 0.21, 0.25, 0.20, 0.23, 0.22, 0.22]}